*w*
ORCA calculation (wB97M-V/def2-TZVPD) on a structure of composition C5H3N.

Results
LUMO energy (alpha / beta) in eV: -1.68 / -1.66
Kohn-Sham gap (alpha / beta) in eV: 6.925 / 6.948
Molar mass in g mol⁻¹: 77.086
Highest occupied orbital energy (alpha / beta) in eV: -8.602 / -8.604

ORCA input file:
```
! RIJCOSX wB97M-V def2-TZVPD def2/J DEFGRID3
* xyz 0 1
C 1.32991 0.09718 0.14683
C -0.43507 -1.68140 0.20508
C 2.50511 0.31957 -0.21368
C -0.01930 -0.36482 0.28895
C -0.46708 0.89296 -0.12120
N -0.95361 1.95849 0.05331
H -1.21991 -1.67250 -0.49575
H 0.26036 -2.49099 0.31625
H -1.00042 2.94151 -0.17980
*
```



*x*
ORCA calculation (wB97M-V/def2-TZVPD) on a structure of composition C5H3N.

Results
LUMO energy in eV: -0.63
Kohn-Sham gap in eV: 9.351
Molar mass in g mol⁻¹: 77.086
Highest occupied orbital energy in eV: -9.981

ORCA input file:
```
! RIJCOSX wB97M-V def2-TZVPD def2/J DEFGRID3
* xyz 0 1
C -0.02617 0.22111 -0.03557
C 1.17160 0.75202 0.32671
C -1.91857 0.38018 1.85409
C -1.01385 0.04312 0.98222
C 1.21563 1.23376 1.65215
N 1.32227 1.92197 2.58001
H -0.31005 -0.15104 -1.00979
H 1.84766 1.04314 -0.36268
H -2.36517 -0.33887 1.04249
*
```



*y*
ORCA calculation (wB97M-V/def2-TZVPD) on a cluster of 2 separate species, C5H3N in total.

Results
LUMO energy (alpha / beta) in eV: -2.92 / -2.93
Kohn-Sham gap (alpha / beta) in eV: 7.197 / 7.195
Molar mass in g mol⁻¹: 77.086
Highest occupied orbital energy (alpha / beta) in eV: -10.120 / -10.123

ORCA input file:
```
! RIJCOSX wB97M-V def2-TZVPD def2/J DEFGRID3
* xyz 0 1
C -2.38361 0.96071 -0.74820
C 0.90980 0.47659 0.49132
C 0.50673 -0.91789 0.81205
C 1.09286 -0.56601 -0.54820
C -0.25716 -0.15987 -0.17402
N -3.38563 1.44500 -0.97537
H 1.29827 1.37138 0.89775
H 0.49905 -1.66818 1.55654
H 1.71968 -0.94173 -1.31186
*
```



*z*
ORCA calculation (wB97M-V/def2-TZVPD) on the molecule C5H3N.

Results
LUMO energy in eV: -0.36
Kohn-Sham gap in eV: 8.791
Molar mass in g mol⁻¹: 77.086
Highest occupied orbital energy in eV: -9.154

ORCA input file:
```
! RIJCOSX wB97M-V def2-TZVPD def2/J DEFGRID3
* xyz 0 1
C 1.65401 1.12490 -1.38965
C 0.86304 0.72507 -0.59329
C -0.05939 0.42018 0.35373
C -0.19614 -0.90888 0.61782
C -2.52456 -0.64656 0.98890
N -1.49462 -1.18489 0.94642
H 2.29407 1.21556 -2.18495
H -0.98324 1.05048 0.62931
H 0.44683 -1.79586 0.63172
*
```



Short version: *z* is the most stable of them.



*w*
ORCA calculation (wB97M-V/def2-TZVPD) on the molecule C5H3N.

Results
LUMO energy in eV: -0.31
Kohn-Sham gap in eV: 9.104
Molar mass in g mol⁻¹: 77.086
Highest occupied orbital energy in eV: -9.410

ORCA input file:
```
! RIJCOSX wB97M-V def2-TZVPD def2/J DEFGRID3
* xyz 0 1
C -0.57571 0.11035 -0.23897
C -1.70282 -0.18058 -0.57096
C -3.01202 0.30974 0.66837
C 1.81168 -0.18038 0.50426
C 0.82331 0.09502 -0.38941
N -3.02068 -0.41867 -0.36170
H 2.84203 0.05463 0.13235
H 1.67400 -0.46747 1.44900
H 1.16021 0.67735 -1.19295
*
```



*x*
ORCA calculation (wB97M-V/def2-TZVPD) on the molecule C5H3N.

Results
LUMO energy (alpha / beta) in eV: -0.34 / -0.34
Kohn-Sham gap (alpha / beta) in eV: 7.884 / 7.887
Molar mass in g mol⁻¹: 77.086
Highest occupied orbital energy (alpha / beta) in eV: -8.225 / -8.226

ORCA input file:
```
! RIJCOSX wB97M-V def2-TZVPD def2/J DEFGRID3
* xyz 0 1
C 0.80871 0.78682 -0.50863
C -0.07967 -0.48906 1.67728
C 0.66604 0.15371 0.81228
C -0.99761 -1.10947 0.44495
C -0.26283 0.26037 -1.28452
N -1.33020 -0.43329 -0.67566
H 1.61490 1.24504 -0.96800
H -0.11743 -0.53775 2.85136
H -0.30192 0.12364 -2.34906
*
```



Short version: *w* is the most stable of them.